# C2H10N2O

A 2-piece molecular cluster, C2H10N2O overall at a distorted geometry (the ωB97M-V functional and the def2-TZVPD basis, the OMol25 dataset).

As for the frontier orbital gap: 9.7 eV. The spin multiplicity is 1. Its LUMO energy is 0.852 eV. The value obtained for the maximum force is 1.03 eV Å⁻¹. As for the SMILES: NCN.CO.

Cartesian coordinates (Å):
N: 1.67 0.93 -0.73
C: 0.53 1.76 -0.29
N: -0.77 1.46 -0.87
H: 1.27 0.00 -0.86
H: 1.92 1.18 -1.69
H: 0.42 1.53 0.77
H: 0.76 2.82 -0.36
H: -0.72 1.50 -1.88
H: -1.07 0.56 -0.53
C: -0.95 -2.18 1.02
O: 0.26 -1.49 0.67
H: -1.06 -3.03 0.36
H: -0.94 -2.52 2.06
H: -1.81 -1.53 0.88
H: 0.52 -0.99 1.46

=====

# C21H18AsBClF4N3NiO8S

C21H18AsBClF4N3NiO8S as an isolated structure at a distorted geometry (the ωB97M-V functional and the def2-TZVPD basis, the OMol25 dataset).

As for the frontier orbital gap (alpha / beta): 7.1 / 7.1 eV. The spin multiplicity is 3. Its LUMO energy (alpha / beta) is 3.716 / 3.714 eV. The value obtained for the maximum force is 1.47 eV Å⁻¹. The charge is -2.

Cartesian coordinates (Å):
Ni: 0.87 -0.45 -0.46
O: 4.69 -0.47 3.77
C: 3.54 -0.65 4.37
O: 3.43 -0.80 5.57
C: 2.34 -0.64 3.48
C: 1.02 -0.74 3.90
Cl: 0.40 -0.99 5.45
N: 0.22 -0.65 2.81
N: 0.97 -0.49 1.69
C: 2.23 -0.50 2.08
C: 3.30 -0.39 1.03
O: 4.48 -0.27 1.42
O: 2.91 -0.45 -0.16
C: -1.20 -0.75 2.77
C: -1.79 -1.69 1.94
C: -3.17 -1.78 1.90
C: -3.95 -0.96 2.70
C: -3.35 -0.02 3.53
C: -1.97 0.09 3.56
H: 4.58 -0.34 2.74
H: -1.17 -2.34 1.33
H: -3.63 -2.50 1.24
H: -5.03 -1.05 2.68
H: -3.96 0.63 4.15
H: -1.49 0.83 4.19
O: 1.72 -0.86 -7.44
C: 1.35 0.12 -6.76
O: 0.95 1.25 -7.10
C: 1.37 -0.11 -5.22
C: 1.11 -1.37 -4.70
C: 1.07 -1.55 -3.32
N: 1.30 -0.54 -2.48
C: 1.59 0.66 -2.97
C: 1.63 0.92 -4.33
C: 1.68 1.79 -1.96
O: 2.19 2.86 -2.26
O: 1.09 1.55 -0.82
H: 0.91 -2.20 -5.36
H: 0.84 -2.51 -2.87
H: 1.83 1.92 -4.68
F: -0.73 -4.29 -0.11
B: 0.54 -3.84 0.27
F: 1.55 -4.63 -0.25
F: 0.62 -3.72 1.67
F: 0.69 -2.48 -0.26
C: -3.50 2.06 -0.23
As: -1.58 1.85 -0.66
C: -1.57 3.17 -2.09
C: -0.87 2.63 0.97
S: -1.48 -0.22 -1.01
H: -3.76 3.10 -0.02
H: -3.73 1.44 0.64
H: -4.08 1.70 -1.07
H: -1.72 4.15 -1.63
H: -2.41 2.95 -2.75
H: -0.65 3.18 -2.66
H: -0.87 3.72 0.86
H: 0.15 2.30 1.13
H: -1.51 2.34 1.79

=====

# C8H11N3O

A 2-piece molecular cluster, C8H11N3O overall at a distorted geometry (the ωB97M-V functional and the def2-TZVPD basis, the OMol25 dataset).

As for the frontier orbital gap (alpha / beta): 7.3 / 7.3 eV. The spin multiplicity is 1. Its LUMO energy (alpha / beta) is -0.047 / -0.047 eV. The value obtained for the maximum force is 4.24 eV Å⁻¹. As for the SMILES: CN1CC=CC=C1C#N.C=NO.

Cartesian coordinates (Å):
C: 0.03 1.78 1.57
N: -0.39 1.20 0.31
C: -1.57 0.38 0.55
C: -2.18 -0.30 -0.70
C: -1.37 -0.42 -1.82
C: -0.12 0.25 -1.89
C: 0.30 1.11 -0.84
C: 1.47 1.85 -0.96
N: 2.42 2.53 -1.03
H: 0.62 2.74 1.53
H: -0.84 1.94 2.19
H: 0.54 0.95 1.93
H: -2.35 0.91 1.08
H: -1.20 -0.36 1.18
H: -3.08 -0.83 -0.53
H: -1.77 -1.07 -2.58
H: 0.55 0.18 -2.77
C: 2.15 -1.39 -0.64
N: 1.54 -2.16 0.18
O: 1.20 -3.39 -0.11
H: 2.69 -0.52 -0.31
H: 2.15 -1.69 -1.79
H: 1.27 -3.47 -1.11

=====

# C21H21FN4O5S2

One molecule with the formula C21H21FN4O5S2 at a distorted geometry (the ωB97M-V functional and the def2-TZVPD basis, the OMol25 dataset).

As for the frontier orbital gap: 8.2 eV. The spin multiplicity is 1. Its LUMO energy is -0.392 eV. The value obtained for the maximum force is 1.23 eV Å⁻¹. As for the SMILES: CCOC(=O)N1CCN(S(=O)(=O)c2ccc(C(=O)Nc3nc4ccc(F)cc4s3)cc2)CC1.

Cartesian coordinates (Å):
C: 1.08 4.56 3.00
C: 1.34 3.90 1.66
O: 0.21 3.08 1.35
C: 0.24 2.51 0.13
O: 1.14 2.67 -0.67
N: -0.84 1.75 -0.12
C: -1.88 1.46 0.84
C: -3.26 1.73 0.21
N: -3.40 1.07 -1.06
S: -4.15 -0.41 -1.12
O: -4.36 -0.72 -2.50
O: -5.26 -0.34 -0.22
C: -2.98 -1.61 -0.46
C: -2.10 -2.24 -1.32
C: -1.15 -3.10 -0.81
C: -1.08 -3.32 0.56
C: -0.11 -4.30 1.13
O: -0.45 -5.23 1.83
N: 1.22 -4.15 0.79
C: 1.92 -3.11 0.25
N: 3.14 -3.25 -0.10
C: 3.70 -2.09 -0.55
C: 5.00 -1.94 -1.01
C: 5.42 -0.70 -1.43
C: 4.54 0.38 -1.40
F: 4.99 1.58 -1.82
C: 3.24 0.28 -0.95
C: 2.83 -0.97 -0.52
S: 1.27 -1.46 0.10
C: -2.00 -2.72 1.41
C: -2.95 -1.85 0.90
C: -2.34 1.34 -2.00
C: -0.96 1.06 -1.39
H: 1.92 5.19 3.27
H: 0.18 5.17 2.96
H: 0.95 3.81 3.77
H: 1.46 4.65 0.87
H: 2.24 3.28 1.69
H: -1.81 0.40 1.14
H: -1.74 2.09 1.72
H: -3.38 2.80 0.05
H: -4.06 1.37 0.85
H: -2.19 -2.07 -2.38
H: -0.46 -3.61 -1.47
H: 1.81 -4.93 1.06
H: 5.65 -2.80 -1.03
H: 6.42 -0.54 -1.80
H: 2.59 1.14 -0.94
H: -1.97 -2.94 2.47
H: -3.68 -1.38 1.53
H: -2.40 2.40 -2.29
H: -2.52 0.72 -2.88
H: -0.84 -0.02 -1.23
H: -0.17 1.42 -2.04

=====

# C33H20ClN3O8Re

C33H20ClN3O8Re as an isolated structure (the ωB97M-V functional and the def2-TZVPD basis, the OMol25 dataset).

As for the frontier orbital gap (alpha / beta): 6.9 / 6.3 eV. The spin multiplicity is 2. Its LUMO energy (alpha / beta) is -1.073 / -1.303 eV. The value obtained for the maximum force is 0.58 eV Å⁻¹.

Cartesian coordinates (Å):
Re: -0.17 0.64 -1.31
O: 4.34 4.29 -0.77
C: 4.80 3.05 -0.73
O: 5.97 2.80 -0.68
C: 3.78 1.95 -0.76
C: 4.05 0.60 -0.62
Cl: 5.51 -0.12 -0.18
N: 2.89 -0.10 -0.73
N: 1.88 0.77 -0.96
C: 2.40 1.99 -0.98
C: 1.43 3.09 -1.24
O: 1.75 4.26 -1.19
O: 0.27 2.61 -1.54
C: 2.68 -1.53 -0.72
C: 1.51 -2.04 -0.18
C: 1.29 -3.41 -0.19
C: 2.24 -4.27 -0.72
C: 3.41 -3.75 -1.25
C: 3.63 -2.38 -1.26
H: 3.35 4.34 -0.89
H: 0.78 -1.38 0.27
H: 0.37 -3.80 0.23
H: 2.07 -5.33 -0.71
H: 4.16 -4.40 -1.67
H: 4.53 -1.99 -1.72
C: -0.58 0.73 0.50
C: -0.82 0.88 1.74
C: -1.06 1.08 3.03
C: -0.06 0.63 4.03
C: -0.43 0.39 5.36
C: 0.52 -0.02 6.29
C: 1.84 -0.19 5.90
C: 2.21 0.03 4.58
C: 1.27 0.44 3.66
C: -2.31 1.77 3.44
C: -2.30 2.72 4.46
C: -3.46 3.41 4.79
C: -4.63 3.16 4.09
C: -4.65 2.22 3.07
C: -3.49 1.54 2.74
H: -1.46 0.50 5.66
H: 0.22 -0.21 7.31
H: 2.58 -0.50 6.63
H: 3.24 -0.10 4.28
H: 1.56 0.63 2.63
H: -1.38 2.93 4.99
H: -3.44 4.15 5.57
H: -5.54 3.70 4.35
H: -5.56 2.03 2.53
H: -3.50 0.81 1.94
O: 0.17 0.06 -3.45
C: -0.85 -0.66 -3.34
O: -1.33 -0.84 -2.15
C: -1.52 -1.27 -4.50
C: -0.84 -1.38 -5.71
C: -1.46 -1.95 -6.81
C: -2.76 -2.40 -6.71
C: -3.42 -2.28 -5.49
C: -2.82 -1.73 -4.38
N: -4.81 -2.76 -5.38
O: -5.29 -3.31 -6.36
O: -5.38 -2.59 -4.33
H: 0.18 -1.00 -5.78
H: -0.93 -2.04 -7.75
H: -3.28 -2.85 -7.54
H: -3.36 -1.65 -3.44

=====

# C2H10NS2

A 2-piece molecular cluster, C2H10NS2 overall at a distorted geometry (the ωB97M-V functional and the def2-TZVPD basis, the OMol25 dataset).

As for the frontier orbital gap (alpha / beta): 2.8 / 6.1 eV. The spin multiplicity is 2. Its LUMO energy (alpha / beta) is -0.328 / -0.420 eV. The value obtained for the maximum force is 3.90 eV Å⁻¹.

Cartesian coordinates (Å):
C: 2.76 -0.32 -2.58
N: 1.26 0.19 -2.45
H: 2.64 -0.60 -3.69
H: 2.94 -1.05 -1.80
H: 3.35 0.61 -2.41
H: 1.09 1.02 -2.97
H: 0.63 -0.48 -2.80
H: 0.99 0.16 -1.45
C: -2.20 0.22 2.33
S: -1.53 -0.42 0.79
S: 0.44 0.30 0.69
H: -1.83 1.30 2.55
H: -3.31 0.40 2.38
H: -1.94 -0.42 3.21
H: 0.69 0.30 2.01

=====

# C7H6O6STl

C7H6O6STl as an isolated structure at a distorted geometry (the ωB97M-V functional and the def2-TZVPD basis, the OMol25 dataset).

As for the frontier orbital gap: 7.1 eV. The spin multiplicity is 1. Its LUMO energy is -14.067 eV. The value obtained for the maximum force is 9.22 eV Å⁻¹. The charge is +3.

Cartesian coordinates (Å):
O: -0.31 -2.60 2.38
C: 0.16 -2.08 1.46
Tl: 0.96 -0.89 -0.36
O: 3.31 -3.50 -0.67
C: 2.55 -2.67 -0.56
C: 1.84 0.08 -2.07
O: 2.32 0.58 -3.00
C: 2.36 0.14 1.02
O: 3.14 0.67 1.70
C: -0.43 -2.04 -1.64
O: -1.10 -2.66 -2.34
C: -1.40 2.82 -0.12
S: -0.80 1.20 -0.15
C: -1.60 0.44 1.33
O: -1.20 0.48 -1.43
H: -1.15 3.21 0.88
H: -2.45 2.58 -0.30
H: -0.89 3.26 -0.99
H: -2.38 1.20 1.55
H: -2.03 -0.58 1.14
H: -0.90 0.37 2.18

=====

# C22H25BN

A 2-piece molecular cluster, C22H25BN overall at a distorted geometry (the ωB97M-V functional and the def2-TZVPD basis, the OMol25 dataset).

As for the frontier orbital gap: 5.9 eV. The spin multiplicity is 1. Its LUMO energy is -4.211 eV. The value obtained for the maximum force is 1.55 eV Å⁻¹. The charge is +1.

Cartesian coordinates (Å):
C: 6.87 -6.68 11.24
C: 7.33 -7.27 9.95
N: 7.42 -6.41 8.92
B: 7.34 -4.97 9.29
H: 5.09 -3.76 4.98
C: 7.63 -6.83 7.65
C: 7.52 -5.86 6.52
C: 7.91 -8.17 7.43
C: 7.94 -9.07 8.49
C: 7.60 -8.61 9.77
H: 7.32 -7.21 12.09
H: 7.11 -5.61 11.31
H: 5.78 -6.79 11.35
H: 6.25 -4.50 9.21
H: 8.41 -4.50 9.45
H: 7.76 -6.40 5.59
H: 6.50 -5.47 6.40
H: 8.22 -5.01 6.60
H: 8.09 -8.47 6.40
H: 8.19 -10.10 8.30
H: 7.56 -9.29 10.62
C: 4.37 -1.35 6.99
C: 3.25 -0.52 7.43
C: 3.11 -0.15 8.79
C: 1.99 0.54 9.25
C: 0.97 0.89 8.34
C: 1.09 0.54 6.99
C: 2.23 -0.13 6.54
C: 4.36 -2.01 5.81
C: 5.50 -2.79 5.23
C: 6.09 -2.21 3.95
C: 7.48 -2.17 3.80
C: 8.04 -1.99 2.53
C: 7.21 -1.85 1.41
C: 5.83 -1.67 1.59
C: 5.27 -1.81 2.88
H: 5.21 -1.45 7.69
H: 3.91 -0.45 9.48
H: 1.90 0.80 10.31
H: 0.09 1.43 8.70
H: 0.28 0.79 6.30
H: 2.33 -0.37 5.48
H: 3.46 -2.06 5.19
H: 6.31 -2.94 5.97
H: 8.11 -2.28 4.70
H: 9.13 -2.01 2.44
H: 7.64 -1.88 0.41
H: 5.17 -1.43 0.74
H: 4.21 -1.62 3.07

=====

# C26H30CdN3O5

C26H30CdN3O5 as an isolated structure (the ωB97M-V functional and the def2-TZVPD basis, the OMol25 dataset).

As for the frontier orbital gap: 6.4 eV. The spin multiplicity is 1. Its LUMO energy is -2.228 eV. The value obtained for the maximum force is 0.34 eV Å⁻¹. The charge is +1.

Cartesian coordinates (Å):
Cd: 1.44 -0.22 0.55
C: 0.78 1.41 3.21
C: -0.17 0.21 3.23
O: 0.32 -0.91 2.49
C: -0.74 -1.88 2.27
C: 0.50 -2.75 0.05
O: 1.92 -2.48 0.34
C: 2.64 -2.89 1.49
C: 3.85 -1.98 1.56
O: 3.38 -0.63 1.76
C: 4.28 0.47 1.56
C: 4.26 1.01 0.14
O: 2.92 1.23 -0.31
C: 2.44 2.51 -0.78
C: 0.39 2.34 0.95
O: 1.31 1.82 1.94
H: 1.67 1.19 3.80
H: 0.25 2.24 3.68
H: -1.16 0.49 2.86
H: -0.30 -0.07 4.28
H: -1.64 -1.34 2.00
H: -0.91 -2.38 3.23
H: 0.48 -1.63 -1.64
H: 0.49 -3.65 -0.57
H: 2.98 -3.93 1.40
H: 2.03 -2.79 2.39
H: 4.43 -2.04 0.64
H: 4.48 -2.26 2.41
H: 5.30 0.17 1.82
H: 3.95 1.23 2.26
H: 4.73 0.32 -0.56
H: 4.82 1.95 0.12
H: 2.24 2.37 -1.84
H: 3.26 3.22 -0.67
H: -0.98 0.81 0.99
H: -0.31 3.01 1.46
N: -6.96 0.62 -5.57
C: -6.07 0.54 -4.86
C: -4.94 0.43 -3.96
C: -4.77 1.37 -2.95
C: -3.70 1.26 -2.09
C: -2.78 0.22 -2.22
C: -2.96 -0.72 -3.24
C: -4.04 -0.62 -4.11
C: -1.62 0.10 -1.30
C: -1.31 -1.19 -0.78
C: -2.21 -2.23 -0.39
C: -1.83 -3.18 0.48
C: -0.50 -2.98 1.19
N: 0.11 -1.56 -0.69
C: -0.92 1.25 -0.94
C: -0.76 2.51 -1.61
C: 0.14 3.43 -1.22
C: 1.14 3.12 -0.12
N: -0.28 1.19 0.36
H: -5.49 2.17 -2.83
H: -3.57 1.98 -1.29
H: -2.26 -1.53 -3.34
H: -4.17 -1.34 -4.90
H: -3.23 -2.20 -0.77
H: -2.46 -4.01 0.76
H: -0.20 -3.90 1.70
H: -1.37 2.69 -2.49
H: 0.22 4.37 -1.73
H: 1.46 4.04 0.37

=====

# C2H7OS

A 2-piece molecular cluster, C2H7OS overall at a distorted geometry (the ωB97M-V functional and the def2-TZVPD basis, the OMol25 dataset).

As for the frontier orbital gap: 6.8 eV. The spin multiplicity is 1. Its LUMO energy is 4.292 eV. The value obtained for the maximum force is 1.72 eV Å⁻¹. The charge is -1.

Cartesian coordinates (Å):
C: 0.68 0.52 1.76
C: 0.39 -0.36 0.57
S: -1.35 -0.35 -0.03
H: 1.73 0.42 2.07
H: 0.15 0.25 2.63
H: 0.43 1.57 1.65
H: 0.54 -1.38 0.91
H: 1.04 -0.14 -0.27
H: -0.80 -0.48 -2.49
H: -1.85 0.17 -3.38
O: -0.96 -0.21 -3.42

=====

# C28H56O21

A 7-piece molecular cluster, C28H56O21 overall at a distorted geometry (the ωB97M-V functional and the def2-TZVPD basis, the OMol25 dataset).

As for the frontier orbital gap: 10.8 eV. The spin multiplicity is 1. Its LUMO energy is 0.579 eV. The value obtained for the maximum force is 4.61 eV Å⁻¹. As for the SMILES: CCOC(=O)OC.CCOC(=O)OC.CCOC(=O)OC.CCOC(=O)OC.CCOC(=O)OC.CCOC(=O)OC.CCOC(=O)OC.

Cartesian coordinates (Å):
C: 10.55 16.47 16.71
C: 9.74 15.14 16.68
O: 8.34 15.55 16.75
C: 7.48 14.56 17.05
O: 7.67 13.38 17.17
O: 6.27 15.12 17.29
C: 6.20 16.48 17.56
H: 11.62 16.11 16.79
H: 10.24 17.05 17.54
H: 10.35 17.02 15.75
H: 9.89 14.50 17.57
H: 9.94 14.53 15.78
H: 6.31 17.07 16.62
H: 6.95 16.77 18.25
H: 5.18 16.69 18.01
C: 8.08 7.27 11.62
C: 8.47 8.76 11.73
O: 9.90 9.06 11.77
C: 10.56 8.61 12.79
O: 10.11 8.19 13.88
O: 11.85 8.69 12.56
C: 12.78 8.22 13.62
H: 6.98 7.28 11.46
H: 8.39 6.76 12.52
H: 8.51 6.79 10.72
H: 7.98 9.25 12.62
H: 8.06 9.27 10.85
H: 12.57 7.18 13.83
H: 12.53 8.79 14.51
H: 13.77 8.56 13.39
C: 12.35 11.98 10.88
C: 11.35 12.13 11.94
O: 11.87 11.51 13.16
C: 11.23 11.86 14.27
O: 10.53 12.86 14.49
O: 11.70 11.04 15.24
C: 10.87 10.91 16.41
H: 13.22 12.61 10.99
H: 11.90 12.35 9.95
H: 12.62 10.88 10.79
H: 10.41 11.59 11.78
H: 11.06 13.14 12.14
H: 9.98 10.27 16.20
H: 10.37 11.88 16.61
H: 11.53 10.54 17.14
C: 5.58 10.86 17.11
C: 6.43 10.76 15.85
O: 6.18 9.55 15.11
C: 6.97 8.48 15.30
O: 6.78 7.47 14.62
O: 7.84 8.63 16.29
C: 8.66 7.46 16.55
H: 5.99 10.32 17.97
H: 4.59 10.38 17.10
H: 5.48 11.91 17.36
H: 7.45 10.83 16.11
H: 6.13 11.57 15.11
H: 9.38 7.79 17.24
H: 8.97 6.99 15.53
H: 8.02 6.76 17.05
C: 9.25 11.16 19.30
C: 10.36 11.58 20.30
O: 11.69 11.51 19.71
C: 12.14 12.57 18.96
O: 11.50 13.60 18.75
O: 13.37 12.28 18.49
C: 14.10 13.40 17.80
H: 9.18 11.94 18.58
H: 8.35 11.12 19.93
H: 9.37 10.15 18.93
H: 10.29 10.89 21.17
H: 10.26 12.62 20.57
H: 14.42 14.21 18.50
H: 13.56 13.83 16.94
H: 15.07 12.95 17.47
C: 10.47 16.46 12.98
C: 10.45 16.55 11.49
O: 11.77 16.34 11.06
C: 11.84 16.07 9.76
O: 10.89 15.98 9.03
O: 13.13 15.94 9.46
C: 13.48 15.61 8.13
H: 9.43 16.61 13.37
H: 11.02 17.25 13.42
H: 10.86 15.48 13.33
H: 10.14 17.55 11.14
H: 9.77 15.75 11.02
H: 14.57 15.56 8.07
H: 13.13 16.38 7.41
H: 12.91 14.75 7.75
C: 14.85 14.38 13.86
C: 15.24 13.01 13.75
O: 14.86 12.23 14.90
C: 15.02 10.92 14.83
O: 15.31 10.28 13.84
O: 14.94 10.44 16.10
C: 15.45 9.17 16.41
H: 15.20 14.88 14.77
H: 13.72 14.36 13.83
H: 15.19 14.99 13.01
H: 16.29 12.88 13.67
H: 14.77 12.56 12.89
H: 15.85 9.27 17.41
H: 16.27 8.86 15.79
H: 14.81 8.32 16.39